# 1
# CH12N2O5

A cluster of 5 separate species, CH12N2O5 in total (ωB97M-V with the def2-TZVPD basis set, OMol25).

```
20
Properties=species:S:1:pos:R:3:forces:R:3
N -1.065578 -2.192556 0.913593 -1.6 0.5 0.4
C -1.082786 -0.972477 0.317156 1.7 -0.2 -0.9
N -2.092972 -0.078191 0.589883 -0.7 -1.0 0.6
O -0.144670 -0.694646 -0.433151 -0.3 0.3 0.5
H -0.247377 -2.736341 0.814241 0.6 -0.5 -0.4
H -1.799041 -2.524611 1.514838 0.1 0.2 0.1
H -3.024685 -0.358426 0.337906 -0.1 0.2 0.3
H -1.874280 0.894170 0.607484 0.1 0.3 -0.6
O 1.107309 0.977495 2.234026 0.0 -0.2 0.6
H 0.676850 0.797091 1.396842 0.2 -0.1 -0.5
H 1.575982 0.161246 2.433406 0.0 0.1 0.1
O 2.489848 -1.487537 -0.972158 0.3 -0.3 -0.1
H 1.830122 -0.889642 -0.619983 -0.3 0.3 0.1
H 1.945922 -2.093388 -1.484325 0.1 0.0 -0.1
O 0.771348 1.966404 -0.239216 0.0 1.0 0.2
H 0.648428 2.612028 0.468042 0.0 -0.1 0.2
H 1.481332 2.391571 -0.736781 -0.1 -0.4 -0.4
O -0.263358 1.569463 -2.768896 -0.5 -0.6 0.6
H -0.762874 1.954501 -2.037258 0.1 0.7 -0.3
H -0.169511 0.703837 -2.335646 0.5 -0.1 -0.5
```
Forces are in eV/Å.

Results
- energy (eV) = -14450.010
- SMILES = NC(N)=O.O.O.O.O
- gap between HOMO and LUMO (eV) = 10.7
- energy relative to the best compared isomer or geometry (same formula, charge and spin) (kcal per mole) = 20.5

---

# 2
# CH12NO3

A cluster of 4 separate species, CH12NO3 in total (ωB97M-V with the def2-TZVPD basis set, OMol25).

```
17
Properties=species:S:1:pos:R:3:forces:R:3
C 1.081061 0.816618 -0.678672 0.2 -0.7 1.5
N 0.151044 -0.292107 -0.248924 -0.4 -0.1 -0.1
H 2.066597 0.375105 -0.500647 0.0 0.5 -0.4
H 0.948649 1.621370 0.035908 0.0 0.2 -0.2
H 0.920930 1.158251 -1.690144 -0.1 -0.2 -0.1
H 0.624156 -1.213627 -0.405032 -0.4 0.5 -0.2
H -0.165140 -0.238273 0.742988 0.5 0.1 -0.1
H -0.722860 -0.284209 -0.768499 0.0 0.1 -0.3
H -2.951291 2.206341 -0.167509 -0.6 -0.2 -0.6
H -1.740314 2.451436 0.558901 0.7 0.2 0.1
O -2.015337 2.022791 -0.255978 0.1 0.0 0.6
H -1.078277 -0.930740 2.848510 -0.3 -0.5 0.3
H -1.099945 0.563421 2.586218 -0.5 0.7 0.3
O -0.588658 -0.221456 2.443373 0.7 -0.2 -0.6
H 2.016019 -2.286205 -2.005352 0.1 -0.3 0.0
H 1.249935 -3.332332 -1.120083 0.2 -0.6 -0.1
O 1.303427 -2.416391 -1.375063 -0.2 0.6 0.1
```
Forces are in eV/Å.

Results
- energy (eV) = -8858.484
- total charge = +1
- gap between HOMO and LUMO (eV) = 12.5
- energy relative to the best compared isomer or geometry (same formula, charge and spin) (kcal per mole) = 14.1

---

# 3
# CH12O4

A cluster of 5 separate species, CH12O4 in total (ωB97M-V with the def2-TZVPD basis set, OMol25).

```
17
Properties=species:S:1:pos:R:3:forces:R:3
C 1.234809 -1.968097 0.545821 -1.2 0.9 0.7
H 1.557936 -1.506480 1.481666 0.6 0.1 -0.3
H 1.638231 -1.519381 -0.355490 0.7 -0.3 0.1
H 1.355576 -3.038331 0.651393 0.0 -0.1 -0.4
H 0.170671 -1.684286 0.504206 0.0 -0.7 -0.1
H -0.636460 -0.033339 2.035116 0.0 -0.3 0.2
H -1.554125 0.250779 0.772098 -0.2 0.3 0.7
O -0.999265 0.674048 1.491920 0.0 0.0 -1.0
H 0.746125 0.863080 -0.999838 0.4 0.8 0.1
H 0.324029 0.659033 -2.552683 0.3 0.0 0.3
O 0.381055 0.219136 -1.673365 -0.4 -0.3 -0.4
H -1.415704 0.062862 -1.080005 0.4 -0.2 -0.4
H -2.846269 0.579831 -1.225524 0.0 -0.4 0.4
O -2.312065 -0.103536 -0.776346 -0.3 0.5 -0.1
H 0.219677 1.694958 0.698517 -0.2 0.2 0.2
H 1.351475 2.737325 0.471778 0.3 0.2 -0.1
O 0.784300 2.112401 0.010739 -0.3 -0.7 0.1
```
Forces are in eV/Å.

Results
- energy (eV) = -9410.629
- total charge = +1
- expectation value of S² = 0.76
- gap between HOMO and LUMO (alpha / beta) (eV) = 12.9 / 4.5
- spin multiplicity = 2
- energy relative to the best compared isomer or geometry (same formula, charge and spin) (kcal per mole) = 1.6

---

# 4
# CH12O5

A cluster of 5 separate species, CH12O5 in total (ωB97M-V with the def2-TZVPD basis set, OMol25).

```
18
Properties=species:S:1:pos:R:3:forces:R:3
C 0.103207 -0.401816 3.828076 -0.7 -2.5 -1.7
O -0.462873 -1.126207 2.651933 0.2 1.6 0.4
H -0.605447 -0.733989 4.583716 0.6 0.4 0.5
H 0.172085 0.664306 3.737647 -0.3 0.6 -0.2
H 1.092161 -0.849737 3.864758 0.2 0.3 1.0
H -0.056659 -0.729610 1.869134 -0.1 -0.3 -0.1
O -1.097394 0.506671 -2.016910 -0.9 0.9 -0.5
H -1.321242 0.939033 -2.854567 0.7 -0.4 -0.4
H -1.830418 0.916086 -1.535216 0.3 -0.5 0.8
O 2.577591 3.620975 -5.437446 0.5 0.2 0.0
H 3.328073 3.620266 -4.816539 -0.8 -0.2 -0.2
H 1.846308 3.123074 -5.061546 0.3 0.0 0.3
O -2.237343 -3.078129 1.151757 0.4 -0.7 -0.5
H -1.886253 -2.586010 1.899169 -0.3 0.4 0.1
H -3.140561 -2.846200 0.936224 0.0 0.4 0.4
O 1.303905 -0.635913 -0.660754 -0.1 0.7 -0.4
H 0.718057 -0.717172 -1.429617 -0.1 -0.3 0.3
H 1.496800 0.314364 -0.709822 0.1 -0.4 0.3
```
Forces are in eV/Å.

Results
- energy (eV) = -11468.242
- SMILES = CO.O.O.O.O
- gap between HOMO and LUMO (eV) = 10.5
- energy relative to the best compared isomer or geometry (same formula, charge and spin) (kcal per mole) = 28.7

---

# 5
# CH12O6

A cluster of 6 separate species, CH12O6 in total (ωB97M-V with the def2-TZVPD basis set, OMol25).

```
19
Properties=species:S:1:pos:R:3:forces:R:3
C 1.977318 0.903040 1.466881 1.4 -0.8 -1.0
O 2.454448 0.050249 0.738516 -0.6 0.7 0.6
H 1.219448 1.591046 1.067701 0.1 -0.1 0.4
H 2.405730 1.023153 2.484817 -0.5 0.1 -0.1
O -0.017863 -2.488148 0.198287 0.5 1.6 -1.0
H -0.699871 -1.977444 0.621367 -0.7 0.9 0.1
H -0.165506 -3.309389 0.586274 0.0 -2.5 0.8
O -0.288259 1.222573 -1.900367 -1.4 -0.4 -1.0
H -1.079179 0.905578 -2.422016 1.3 0.7 0.9
H 0.344066 0.487241 -2.037927 0.0 -0.2 0.1
O -0.962927 1.704484 0.789493 0.1 0.7 0.3
H -0.797743 1.763241 -0.145529 -0.1 -1.1 -1.9
H -0.558047 2.550036 0.949866 0.0 0.8 1.3
O 1.219941 -1.134674 -2.032490 -0.9 -0.6 -0.1
H 0.589016 -1.840925 -1.649390 2.0 1.8 0.1
H 1.863393 -0.736571 -1.404581 -0.9 -1.2 0.2
O -2.380182 -0.574579 0.959365 -1.6 -2.6 0.3
H -1.825047 0.152008 0.836067 1.1 2.2 -0.1
H -3.298737 -0.290924 0.893672 0.4 0.1 0.0
```
Forces are in eV/Å.

Results
- energy (eV) = -13515.950
- SMILES = C=O.O.O.O.O.O
- gap between HOMO and LUMO (eV) = 10.8
- energy relative to the best compared isomer or geometry (same formula, charge and spin) (kcal per mole) = 17.8

---

# 6
# CH12O6

A cluster of 6 separate species, CH12O6 in total (ωB97M-V with the def2-TZVPD basis set, OMol25).

```
19
Properties=species:S:1:pos:R:3:forces:R:3
O -1.239735 2.358551 4.249036 0.2 0.4 0.0
C -2.232455 2.526478 3.629772 0.3 -2.4 0.1
H -2.832125 3.387913 3.557555 -0.8 2.1 0.0
H -2.679369 1.611288 3.148029 0.2 -0.1 -0.2
H 0.841146 -1.729346 0.460288 0.9 -1.3 0.7
H 0.775240 -0.364105 -0.074818 -0.6 -0.6 -0.3
O 0.217387 -1.165569 0.046829 -0.2 2.1 -0.6
H -1.771584 -0.752750 -3.472428 0.5 1.2 1.5
H -1.146187 0.238860 -2.311981 1.3 -0.3 0.1
O -1.882864 0.024113 -2.854853 -1.8 -0.7 -1.6
H 1.769540 0.578822 -3.011491 0.3 0.9 1.4
H 2.391540 1.705896 -2.045418 0.1 -0.1 -0.5
O 1.769386 0.976771 -2.097922 -0.5 -0.9 -0.8
H -0.730172 -1.898984 -1.741199 -0.8 -2.3 -1.0
H -1.887553 -2.909797 -1.831820 -1.9 -0.4 1.0
O -1.081717 -2.722757 -2.245589 2.8 2.5 0.1
H 2.739782 -0.014134 2.402228 0.6 -2.2 -0.6
H 3.979386 -0.891690 2.054422 -1.0 -0.2 0.1
O 3.000354 -0.959568 2.139363 0.3 2.3 0.5
```
Forces are in eV/Å.

Results
- energy (eV) = -13504.485
- total charge = +1
- expectation value of S² = 0.76
- gap between HOMO and LUMO (alpha / beta) (eV) = 4.6 / 1.2
- spin multiplicity = 2
- energy relative to the best compared isomer or geometry (same formula, charge and spin) (kcal per mole) = 26.2

---

# 7
# CH13NO6

A cluster of 6 separate species, CH13NO6 in total (ωB97M-V with the def2-TZVPD basis set, OMol25).

```
21
Properties=species:S:1:pos:R:3:forces:R:3
N -2.148246 -0.154377 1.591377 0.6 0.6 0.1
C -1.114920 0.250454 0.837873 -0.7 0.7 -0.5
O -0.942159 1.430933 0.536784 0.2 -0.2 0.4
H -2.188180 -1.093778 1.938957 0.0 -0.2 -0.1
H -2.589184 0.614133 2.068659 -0.4 -0.2 0.2
H -0.481400 -0.510583 0.409210 0.3 -0.3 0.2
O -1.194691 -2.515539 0.580983 0.2 0.0 0.6
H -0.944147 -2.176314 -0.298791 -0.5 -0.9 0.0
H -1.572586 -3.393809 0.519792 0.1 0.0 -0.4
O 3.235321 -0.475828 -0.524622 -0.3 -0.3 -0.1
H 2.706876 -0.131607 0.205383 0.3 0.3 0.0
H 2.651675 -0.335030 -1.277194 0.2 0.0 -0.1
O 0.504582 2.802853 -1.462323 0.2 -0.6 1.3
H 0.003452 2.174723 -0.906950 -0.8 0.1 -0.8
H 1.142213 2.911973 -0.734301 0.6 0.6 -0.7
O 2.059663 1.764508 0.784986 -1.1 -0.1 1.7
H 1.187318 1.462794 1.122990 0.0 0.0 -1.1
H 2.289010 2.167455 1.636783 1.0 0.3 -0.4
O -1.045254 -1.735240 -2.007118 0.3 0.6 -0.4
H -0.774103 -0.832524 -2.231498 -0.2 0.0 0.2
H -0.785241 -2.225198 -2.790982 0.0 -0.3 0.0
```
Forces are in eV/Å.

Results
- energy (eV) = -15023.226
- SMILES = NC=O.O.O.O.O.O
- gap between HOMO and LUMO (eV) = 10.5
- energy relative to the best compared isomer or geometry (same formula, charge and spin) (kcal per mole) = 28.1

---

# 8
# CH13O6Pd

A structure of composition CH13O6Pd (ωB97M-V with the def2-TZVPD basis set, OMol25).

```
21
Properties=species:S:1:pos:R:3:forces:R:3
Pd 0.243923 -2.293129 1.521017 -0.1 0.7 -0.4
C -0.391989 0.354188 -0.153955 0.2 -0.1 -0.3
O -0.833171 -0.544058 0.789573 0.1 -0.5 0.4
H -1.159009 0.397032 -0.947987 0.1 0.1 0.1
H -0.354606 1.357889 0.300890 -0.1 -0.1 0.0
H 0.576081 0.084354 -0.573762 0.0 0.0 0.0
O 2.206694 -1.589300 0.860730 0.2 0.2 -0.2
H 2.531897 -0.833053 1.368346 0.0 -0.2 0.0
H 2.635568 -1.540396 -0.042546 -0.3 0.0 0.3
O -0.135795 0.829733 3.660782 0.2 -0.1 -0.3
H 0.047956 1.765206 3.811102 -0.1 -0.1 0.1
H -0.709521 0.804268 2.887142 -0.2 0.1 0.2
O -3.732999 0.119838 1.464286 0.1 0.0 0.0
H -3.969081 1.052544 1.407258 0.0 -0.1 0.0
H -2.822286 0.038629 1.161064 -0.2 0.1 0.1
O 3.332088 -1.315490 -1.613254 -0.4 -0.1 0.0
H 3.147109 -0.491690 -2.082873 0.1 -0.1 0.0
H 3.068752 -2.024175 -2.217926 0.2 0.1 0.0
O -1.344512 0.911265 -3.953534 0.2 0.0 0.3
H -0.590767 1.390897 -4.317248 -0.1 0.0 -0.1
H -1.746331 1.525448 -3.329105 -0.1 0.1 -0.2
```
Forces are in eV/Å.

Results
- energy (eV) = -17002.685
- total charge = +1
- expectation value of S² = 2.01
- gap between HOMO and LUMO (alpha / beta) (eV) = 9.7 / 7.2
- spin multiplicity = 3
- energy relative to the best compared isomer or geometry (same formula, charge and spin) (kcal per mole) = 38.5

---

# 9
# CH14Ba3O10

A structure of composition CH14Ba3O10 (ωB97M-V with the def2-TZVPD basis set, OMol25).

```
28
Properties=species:S:1:pos:R:3:forces:R:3
Ba -1.537728 -2.329148 -2.080690 -0.4 -0.3 0.7
Ba 3.086982 1.878583 1.478440 -1.1 1.1 0.1
Ba 3.377312 -1.759138 -1.021360 0.0 -0.5 -0.6
C 0.578612 -0.863627 -0.036260 -2.4 2.2 -0.6
O 1.536692 -0.083668 0.240850 2.5 1.0 0.9
O -0.623778 -0.493907 -0.033940 -1.0 0.5 0.5
O 0.794812 -1.971218 -0.543040 2.3 -4.0 -1.9
O 0.439902 2.041712 1.978890 1.1 0.0 -0.1
H 0.263352 1.269202 1.441960 -0.6 -0.4 -0.4
H -0.066498 1.899013 2.778530 -0.5 0.2 0.6
O 2.634812 0.449362 -2.597380 0.5 -1.2 0.7
H 2.186462 0.637622 -1.772900 -0.7 0.8 0.3
H 2.166372 0.970263 -3.249660 0.0 0.3 -0.6
O -0.546088 -4.329098 -0.215460 -0.7 0.6 -1.2
H -0.037808 -3.530828 -0.071770 0.7 0.2 0.6
H -1.101828 -4.402677 0.560410 -0.3 -0.5 0.6
O 1.678052 2.883322 -0.654000 2.1 -0.1 0.9
H 0.791902 2.554223 -0.804560 -1.4 -0.4 -0.3
H 1.746982 3.653703 -1.217920 0.2 0.5 -0.2
O -3.257988 0.517052 0.767370 0.1 -0.4 -0.3
H -3.261348 1.461633 0.612480 -0.4 0.4 0.1
H -2.410308 0.222303 0.434510 0.3 0.0 0.2
O -0.537018 1.845703 -1.404730 0.1 0.0 -0.5
H -0.713128 1.094922 -0.837680 -0.1 -0.6 0.6
H -1.367818 2.319782 -1.440180 -0.3 0.6 -0.2
O -1.685338 -1.972448 2.858530 0.6 -0.2 -0.3
H -1.570408 -1.613248 1.978760 -0.2 0.3 -0.1
H -2.565158 -2.349397 2.850800 -0.5 -0.1 0.3
```
Forces are in eV/Å.

Results
- energy (eV) = -23787.112
- total charge = +4
- gap between HOMO and LUMO (eV) = 7.4
- energy relative to the best compared isomer or geometry (same formula, charge and spin) (kcal per mole) = 31.8

---

# 10
# CH14NO4

A cluster of 5 separate species, CH14NO4 in total (ωB97M-V with the def2-TZVPD basis set, OMol25).

```
20
Properties=species:S:1:pos:R:3:forces:R:3
C 1.870070 0.913093 0.018986 -0.4 -0.9 -1.1
N 0.399051 1.217707 -0.445067 1.5 0.3 -2.6
H 2.126821 1.314848 1.010617 -0.6 -0.3 -0.4
H 2.085250 -0.197978 -0.114013 -0.6 1.5 0.6
H 2.508535 1.401876 -0.728566 -0.2 -0.1 0.3
H 0.119058 0.466724 -1.157140 0.7 0.9 0.9
H 0.477593 2.080331 -1.107627 -0.6 -1.7 2.0
H -0.381206 1.272764 0.262105 0.4 0.3 0.3
H 0.182189 -3.744483 -1.075598 0.5 0.9 -0.2
H -0.065042 -3.496157 -2.530069 1.1 1.2 1.5
O 0.390522 -3.045862 -1.736583 -1.6 -2.1 -1.4
H -2.008206 -0.398566 4.103131 -0.4 -0.4 0.3
H -0.575454 0.199309 4.350983 -2.8 0.3 -2.1
O -1.434668 0.273195 3.743500 3.1 -0.1 2.0
H -1.754281 0.773395 2.070123 0.1 -0.5 1.2
H -2.447329 1.135087 0.728669 0.0 0.1 0.3
O -1.653411 1.270090 1.264301 -0.3 0.6 -1.6
H 0.789116 -1.146089 -2.844755 0.1 -2.4 -0.2
H 0.567120 0.144633 -3.683358 0.1 -0.4 0.2
O 0.742815 -0.223448 -2.806586 -0.2 2.7 0.2
```
Forces are in eV/Å.

Results
- energy (eV) = -10938.162
- total charge = +1
- gap between HOMO and LUMO (eV) = 12.2
- energy relative to the best compared isomer or geometry (same formula, charge and spin) (kcal per mole) = 27.5

---

The calculation returns the following max |F| values, one per record and in order: 1.9, 1.7, 1.7, 3.1, 3.1, 3.8, 2.1, 0.8, 5.0, 3.7 eV Å⁻¹.